Entry P
{
  "formula": "C24H34N2O4",
  "method": "ωB97M-V with the def2-TZVPD basis set",
  "species": ["O", "O", "O", "O", "N", "N", "C", "C", "C", "C", "C", "C", "C", "C", "C", "C", "C", "C", "C", "C", "C", "C", "C", "C", "C", "C", "C", "C", "C", "C", "H", "H", "H", "H", "H", "H", "H", "H", "H", "H", "H", "H", "H", "H", "H", "H", "H", "H", "H", "H", "H", "H", "H", "H", "H", "H", "H", "H", "H", "H", "H", "H", "H", "H"],
  "positions_angstrom": [[-0.8301, 2.3562, -5.1410], [-2.8959, -3.0997, 1.5863], [-2.9979, 1.8131, -3.1984], [1.0860, 0.6124, -5.4113], [1.0850, -0.9123, 1.5618], [-0.2182, -2.1233, -0.6297], [1.8231, -1.7567, 0.6453], [0.1273, -0.8738, -3.7143], [1.1723, -1.7305, -0.7359], [-3.1629, 3.0173, -3.9142], [-1.9309, 1.0055, -3.4451], [0.1253, 0.2778, -4.4762], [-0.3153, -1.2950, 1.6491], [2.1507, -0.2802, -5.6145], [-0.1303, 2.2280, 2.7065], [-0.9016, -1.1017, -2.8051], [2.2731, 1.6829, 2.2102], [-0.7953, 3.1982, 4.7971], [1.2001, 2.2348, 3.1041], [2.8333, 0.3607, 2.7465], [-0.8725, -2.3219, -1.9165], [-0.5578, -2.6946, 2.2504], [1.7506, -0.7194, 2.8348], [-0.8958, 1.2346, -4.3522], [-1.1222, 2.7040, 3.5462], [1.5179, 2.7412, 4.3589], [-0.9093, -1.1922, 0.2419], [-2.0082, -2.9393, 2.6672], [-1.9104, -0.1671, -2.6859], [0.5293, 3.2192, 5.2000], [0.7922, 3.6102, 6.1726], [-0.0318, 2.2699, -5.6800], [0.0702, -2.8109, 3.1360], [-1.8945, -2.6493, -1.7086], [2.8413, -1.3700, 0.5606], [2.5506, 2.7647, 4.6782], [-0.8087, -0.5539, 2.2890], [3.6422, 0.0276, 2.0940], [-2.1532, 2.6891, 3.2229], [1.0022, -0.3939, 3.5614], [1.6903, -2.4353, -1.3919], [0.9128, -1.6044, -3.8199], [-1.9680, -1.4483, 0.2754], [1.8883, -2.7990, 1.0026], [1.8634, 1.5028, 1.2163], [-3.2596, 2.8380, -4.9869], [-0.8056, -0.1528, -0.1106], [-2.3349, 3.7072, -3.7395], [1.7956, -1.2527, -5.9696], [-1.5682, 3.5691, 5.4543], [3.2496, 0.5091, 3.7448], [2.2078, -1.6514, 3.2111], [2.7762, 0.1767, -6.3802], [3.0906, 2.4039, 2.1285], [1.2753, -0.7152, -1.1565], [-4.0863, 3.4519, -3.5325], [-2.5270, -3.7629, 0.9912], [-0.3885, 1.8454, 1.7300], [-2.7279, -0.3197, -1.9998], [2.7381, -0.4174, -4.7011], [-2.0474, -3.8321, 3.3115], [-0.2692, -3.4490, 1.5151], [-2.3921, -2.0902, 3.2386], [-0.3432, -3.1354, -2.4231]],
  "lowdin_charge": [0.052, -0.075, -0.065, -0.099, -0.135, -0.146, -0.161, 0.005, -0.169, -0.076, -0.195, -0.189, -0.289, -0.080, -0.051, -0.212, -0.156, -0.099, -0.244, -0.172, -0.140, -0.129, -0.199, -0.159, -0.083, -0.047, -0.143, -0.261, 0.033, -0.088, 0.100, 0.107, 0.113, 0.124, 0.118, 0.112, 0.137, 0.100, 0.102, 0.124, 0.124, 0.106, 0.116, 0.123, 0.106, 0.095, 0.125, 0.094, 0.099, 0.098, 0.108, 0.121, 0.095, 0.116, 0.126, 0.093, 0.089, 0.106, 0.128, 0.098, 0.114, 0.111, 0.121, 0.123],
  "smiles": "COc1cc(CN2CCN(CCCc3ccccc3)[C@H](CCO)C2)cc(OC)c1O",
  "total_charge": 0,
  "spin_multiplicity": 1,
  "gap_ha": 0.319,
  "homo_ev": -8.0
}

Entry Q
{
  "formula": "C24H34N2O4",
  "method": "ωB97M-V with the def2-TZVPD basis set",
  "species": ["O", "O", "O", "O", "N", "N", "C", "C", "C", "C", "C", "C", "C", "C", "C", "C", "C", "C", "C", "C", "C", "C", "C", "C", "C", "C", "C", "C", "C", "C", "H", "H", "H", "H", "H", "H", "H", "H", "H", "H", "H", "H", "H", "H", "H", "H", "H", "H", "H", "H", "H", "H", "H", "H", "H", "H", "H", "H", "H", "H", "H", "H", "H", "H"],
  "positions_angstrom": [[-0.0980, 2.1039, -4.1268], [0.8863, 4.1023, -4.3746], [-0.0679, -5.1943, -1.6606], [-0.4454, -5.8287, -3.7842], [0.2900, 3.8540, 0.4980], [-0.3354, -1.6695, 4.2248], [-2.2979, -0.0003, -0.9870], [0.4889, 6.5444, 1.1899], [0.8098, 3.0710, -3.7797], [0.3095, -5.4583, -2.9413], [-0.4715, 6.1162, 0.2878], [-1.4730, 2.4646, -3.8899], [1.3472, 5.6067, 1.7411], [-1.4743, -0.6147, 0.1554], [0.5119, -0.8596, 6.7509], [-0.5289, 4.7661, -0.0217], [2.1735, -4.5101, -1.7496], [0.0296, -2.5883, 0.7561], [1.2079, 4.2797, 1.3633], [0.9230, -2.0727, 6.2226], [1.8104, -5.2322, -3.0570], [-0.3284, -0.0574, 5.9958], [0.7949, -4.1125, -1.2106], [0.6535, -3.9133, 0.2884], [-0.7221, -0.5067, 4.7440], [-1.5336, 1.0641, -1.7738], [-2.1651, 1.3572, -3.1293], [-1.2033, -2.1147, -0.0131], [1.6264, 2.6904, -2.5831], [0.4733, -2.4289, 4.9599], [0.5678, 7.5901, 1.4573], [0.4897, -3.2317, -1.7847], [2.1125, 5.8940, 2.4490], [-2.6266, -0.7853, -1.6763], [1.6591, -3.9761, 0.7141], [-1.5126, 1.9851, -1.1783], [-1.3798, 0.0945, 4.1254], [2.2503, -6.2270, -3.1242], [-1.9489, 2.6338, -4.8574], [0.7976, -1.8093, 0.7797], [-1.2693, 4.3960, -0.7242], [2.5249, 3.2961, -2.5131], [2.7474, -3.6021, -1.9351], [-0.6746, 0.8981, 6.3657], [1.8667, 1.6287, -2.6360], [0.1007, -4.7622, 0.6954], [-1.5148, 3.4080, -3.3356], [-1.1179, -2.3239, -1.0830], [-3.2099, 0.4539, -0.5909], [-0.4978, 0.7436, -1.9139], [2.0418, -4.6684, -3.9574], [2.7261, -5.1475, -1.0596], [-1.1618, 6.8107, -0.1707], [1.5783, -2.7326, 6.7745], [1.8641, 3.5191, 1.7722], [0.9887, 2.8243, -1.7038], [0.8407, -0.5450, 7.7330], [-1.9807, -0.4568, 1.1108], [0.7764, -3.3705, 4.5139], [-0.2790, -2.7260, 1.7958], [-2.0801, -2.6657, 0.3392], [-2.1439, 0.4459, -3.7343], [-0.5145, -0.0945, 0.2399], [-3.2116, 1.6444, -2.9830]],
  "lowdin_charge": [-0.041, 0.132, 0.040, 0.138, 0.050, 0.054, -0.204, -0.076, -0.538, -0.487, -0.066, -0.179, -0.071, -0.201, -0.081, -0.156, -0.117, -0.196, -0.150, -0.074, -0.063, -0.073, -0.305, -0.125, -0.150, -0.213, -0.180, -0.201, 0.019, -0.154, 0.106, 0.142, 0.101, 0.109, 0.111, 0.104, 0.102, 0.126, 0.125, 0.111, 0.094, 0.089, 0.119, 0.101, 0.089, 0.125, 0.123, 0.095, 0.110, 0.108, 0.124, 0.117, 0.103, 0.101, 0.104, 0.060, 0.105, 0.105, 0.103, 0.088, 0.123, 0.122, 0.103, 0.123],
  "smiles": "CC(=O)OCCCCCCCC[C@H]1CCC(=O)O1.c1ccncc1.c1ccncc1",
  "total_charge": 0,
  "spin_multiplicity": 1,
  "gap_ha": 0.387,
  "homo_ev": -10.0
}

Best to worst by energy: entry Q, entry P.

Entry P
{
  "formula": "CH3NO2S2",
  "method": "ωB97M-V with the def2-TZVPD basis set",
  "species": ["S", "S", "O", "O", "N", "C", "H", "H", "H"],
  "positions_angstrom": [[-0.2579, -0.3872, 1.6518], [-0.4216, -1.2373, -2.0591], [0.6446, -2.2384, -1.9541], [-0.5818, 0.0290, 0.2849], [-0.0538, -0.0697, -2.9107], [-0.2598, 0.9283, 2.6209], [0.9036, 0.1115, -3.1280], [0.1346, 1.0189, 3.5381], [-0.1079, 1.8449, 1.9562]],
  "lowdin_charge": [0.893, 0.822, -0.517, -0.653, -0.300, -0.278, 0.003, -0.036, 0.065],
  "total_charge": 0,
  "spin_multiplicity": 1,
  "gap_ha": 0.347,
  "homo_ev": -10.3
}

Entry Q
{
  "formula": "CH3NO2S2",
  "method": "ωB97M-V with the def2-TZVPD basis set",
  "species": ["S", "S", "O", "O", "N", "C", "H", "H", "H"],
  "positions_angstrom": [[-1.3262, 0.1201, -0.4372], [0.8285, 0.4172, 1.0430], [2.2037, 0.1067, 0.7622], [-1.5438, -0.3231, -1.7696], [0.1170, 1.2683, -0.3052], [-0.1076, -0.9742, 0.3530], [-0.5424, -1.6253, 1.0988], [-0.1264, 2.2129, -0.2056], [0.4971, -1.2026, -0.5395]],
  "lowdin_charge": [0.832, 0.793, -0.487, -0.475, -0.371, -0.448, 0.063, 0.012, 0.081],
  "total_charge": 0,
  "spin_multiplicity": 1,
  "gap_ha": 0.363,
  "homo_ev": -9.6
}

Best to worst by energy: entry Q, entry P.

Entry P
{
  "formula": "CH3NO2S2",
  "method": "ωB97M-V with the def2-TZVPD basis set",
  "species": ["S", "S", "O", "O", "N", "C", "H", "H", "H"],
  "positions_angstrom": [[-0.6668, 2.0535, 0.1682], [-3.1728, 0.0420, 0.3576], [-3.5774, -0.1071, -1.0480], [-1.8057, -0.9576, 0.6025], [-0.6058, -0.7859, -0.0772], [0.1811, 0.4073, 0.2411], [0.6706, 0.1773, 1.2860], [-0.8054, -1.0214, -1.0414], [0.9752, 0.3024, -0.3930]],
  "lowdin_charge": [0.472, 1.018, -0.485, -0.466, -0.147, -0.647, 0.110, 0.116, 0.029],
  "total_charge": 0,
  "spin_multiplicity": 1,
  "gap_ha": [0.218, 0.218],
  "homo_ev": [-8.9, -8.9]
}

Entry Q
{
  "formula": "CH3NO2S2",
  "method": "ωB97M-V with the def2-TZVPD basis set",
  "species": ["S", "S", "O", "O", "N", "C", "H", "H", "H"],
  "positions_angstrom": [[-0.7099, 0.1453, 0.2864], [-2.5140, 0.7590, -0.4951], [0.2231, -2.3510, -0.6330], [-0.5813, 0.4731, 1.6906], [0.4563, 1.0288, -0.5001], [0.4217, -1.5117, 0.1666], [1.4194, 1.1631, -0.0395], [-0.0973, 1.6662, -1.1247], [1.3819, -1.3728, 0.6487]],
  "lowdin_charge": [0.330, 0.220, 0.085, -0.471, -0.208, -0.240, 0.122, 0.049, 0.112],
  "smiles": "N[S@@](=O)(=S)C=O",
  "total_charge": 0,
  "spin_multiplicity": 1,
  "gap_ha": 0.316,
  "homo_ev": -9.4
}

Best to worst by energy: entry Q, entry P.

Entry P
{
  "formula": "C4H10NO",
  "method": "ωB97M-V with the def2-TZVPD basis set",
  "species": ["O", "N", "C", "C", "C", "C", "H", "H", "H", "H", "H", "H", "H", "H", "H", "H"],
  "positions_angstrom": [[-0.8579, 1.2376, 2.5210], [-0.9144, 0.4468, 0.3198], [-0.4733, -0.4896, -0.6719], [1.4101, -1.2612, -2.1598], [0.8804, -0.1171, -1.2991], [-0.3247, 0.4397, 1.6357], [1.6011, 0.0501, -0.5009], [-1.8750, 0.7452, 0.3616], [2.3779, -1.0632, -2.6194], [0.7666, 0.6586, 1.5346], [0.7253, -1.5482, -2.9564], [-1.2023, -0.5332, -1.4725], [1.5158, -2.1460, -1.5381], [-0.2501, -0.6147, 2.0169], [-0.4043, -1.5084, -0.2656], [0.7557, 0.7959, -1.8883]],
  "lowdin_spin": [0.684, 0.028, 0.001, 0.000, 0.002, 0.138, 0.002, 0.002, 0.000, 0.070, 0.000, 0.000, 0.000, 0.072, 0.000, 0.000],
  "s2": 0.76,
  "total_charge": 0,
  "spin_multiplicity": 2,
  "gap_ha": [0.364, 0.268],
  "homo_ev": [-8.8, -8.8]
}

Entry Q
{
  "formula": "C4H10NO",
  "method": "ωB97M-V with the def2-TZVPD basis set",
  "species": ["O", "N", "C", "C", "C", "C", "H", "H", "H", "H", "H", "H", "H", "H", "H", "H"],
  "positions_angstrom": [[-0.1403, 0.4665, -2.7368], [0.6309, -0.9101, -0.3692], [0.0425, -0.4227, 0.9099], [0.9323, -0.6193, 2.0688], [-0.8055, 1.5497, -2.5875], [-1.1578, 0.1500, 0.8567], [-1.7166, 0.1948, -0.0711], [1.1418, -1.6792, 2.2443], [-0.8316, 2.0606, -1.6119], [0.4822, -1.9138, -0.5186], [-1.3095, 2.0068, -3.4487], [1.6423, -0.8207, -0.3159], [0.5013, -0.1447, 2.9591], [1.9063, -0.1244, 2.0006], [0.2002, -0.3820, -1.1578], [-1.5185, 0.5885, 1.7781]],
  "lowdin_spin": [0.330, 0.002, 0.005, 0.001, 0.522, 0.007, 0.013, 0.000, 0.062, 0.003, 0.055, 0.000, 0.000, 0.000, 0.000, 0.000],
  "s2": 0.75,
  "total_charge": 0,
  "spin_multiplicity": 2,
  "gap_ha": [0.130, 0.262],
  "homo_ev": [-3.6, -7.2]
}

Best to worst by energy: entry P, entry Q.